{"formula": "C6H12N2", "method": "ωB97M-V/def2-TZVPD", "species": ["N", "N", "C", "C", "C", "C", "C", "C", "H", "H", "H", "H", "H", "H", "H", "H", "H", "H", "H", "H"], "xyz": [[0.2735, 1.3240, 1.4534], [2.1466, 0.7589, 0.4210], [0.5517, 0.0169, 1.7027], [-0.6439, -0.4329, -2.1982], [1.2919, 1.7716, 0.7687], [1.7400, -0.3385, 1.1439], [-2.0757, 0.0949, -2.0557], [-0.2906, -0.9240, 2.5251], [1.5455, 2.7928, 0.5386], [0.1023, -0.6280, -1.4373], [2.2632, -1.2711, 1.2457], [-2.6457, -0.2916, -1.2140], [-0.2369, 0.1365, -3.0445], [-0.6923, -1.3710, -2.7787], [-1.2375, -0.4363, 2.7473], [-2.6515, -0.1529, -2.9344], [0.2547, -1.1214, 3.4459], [2.8370, 0.7300, -0.3063], [-0.5309, -1.8397, 1.9889], [-2.0014, 1.1817, -2.0120]], "e_tot_ev": -9396.13348, "spin_multiplicity": 1, "max_force_ev_per_a": 3.10, "lumo_ev": 0.886, "smiles": "Cc1c[nH]cn1.CC", "de_lowest_kcal_mol": 16.52}